1.
{
  "formula": "C19H48N3Na2O7Pb",
  "method": "wB97M-V/def2-TZVPD",
  "gap_ev": 2.9,
  "multiplicity": 1,
  "charge": 3,
  "symbols": ["Pb", "Na", "Na", "O", "O", "O", "O", "O", "O", "O", "N", "N", "N", "C", "C", "C", "C", "C", "C", "C", "C", "C", "C", "C", "C", "C", "C", "C", "C", "C", "C", "C", "H", "H", "H", "H", "H", "H", "H", "H", "H", "H", "H", "H", "H", "H", "H", "H", "H", "H", "H", "H", "H", "H", "H", "H", "H", "H", "H", "H", "H", "H", "H", "H", "H", "H", "H", "H", "H", "H", "H", "H", "H", "H", "H", "H", "H", "H", "H", "H"],
  "coordinates": [[-6.894, -7.510, 0.286], [-6.747, -4.823, 3.169], [-8.041, -3.757, -0.253], [-9.984, -5.808, -4.611], [-6.969, -9.165, -1.919], [-11.380, -0.201, 3.869], [-2.972, -6.179, -3.444], [-7.936, -3.035, -2.645], [-7.514, -0.857, 1.196], [-5.923, -5.047, 0.736], [-8.633, -0.076, 3.744], [-10.535, -2.979, -4.600], [-4.989, -7.143, -1.563], [-5.746, -7.300, -2.767], [-12.747, 0.215, 3.861], [-2.008, -5.219, -3.875], [-10.412, -5.186, -5.817], [-2.550, -6.730, -2.145], [-10.684, -0.078, 5.235], [-7.296, -0.527, 3.641], [-6.336, -8.711, -3.069], [-6.729, -0.292, 2.231], [-6.818, -3.678, -3.181], [-11.153, -3.839, -5.584], [-5.008, -3.983, 0.520], [-3.639, -7.735, -1.732], [-6.944, -0.401, -0.049], [-7.466, -10.502, -1.744], [-9.174, -2.599, -4.855], [-8.412, -1.976, -3.574], [-9.107, -0.309, 5.093], [-9.250, -7.116, -4.842], [-6.375, -4.299, -2.402], [-1.532, -7.113, -2.208], [-8.372, -6.971, -5.471], [-7.176, -1.599, 3.796], [-9.930, -7.826, -5.313], [-6.569, 0.766, 2.022], [-6.611, -6.637, -2.755], [-6.593, 0.007, 4.280], [-3.541, -8.624, -2.355], [-4.235, -3.901, 1.284], [-10.870, 0.835, 5.801], [-11.161, -5.854, -6.244], [-11.086, -2.242, -4.183], [-6.906, -4.114, -4.176], [-5.181, -6.815, -3.563], [-9.149, -1.364, -3.055], [-11.059, -0.885, 5.865], [-12.854, 1.276, 4.088], [-5.505, -3.013, 0.549], [-5.402, -9.263, -3.177], [-7.427, -0.841, -0.922], [-6.602, -11.085, -2.060], [-13.382, -0.265, 4.606], [-8.746, 0.269, 5.944], [-12.147, -3.996, -5.164], [-5.886, -0.653, -0.128], [-8.896, -7.574, -3.918], [-13.106, 0.089, 2.839], [-5.688, -0.615, 2.250], [-2.356, -4.733, -4.786], [-4.528, -4.035, -0.457], [-3.421, -8.080, -0.721], [-5.929, -3.094, -3.422], [-8.719, 0.896, 3.482], [-1.705, -4.510, -3.105], [-6.952, 0.687, -0.103], [-9.014, -1.811, -5.591], [-2.449, -5.870, -1.483], [-6.834, -8.687, -4.038], [-9.605, -5.103, -6.546], [-8.884, -1.358, 5.288], [-11.100, -3.242, -6.495], [-0.985, -5.569, -4.012], [-7.594, -1.289, -3.789], [-7.871, -10.714, -0.754], [-8.262, -10.785, -2.432], [-4.785, -6.155, -1.609], [-8.539, -3.450, -5.099]],
  "lowdin_charge": [1.70, 0.78, 0.62, -0.21, -0.36, -0.22, -0.20, -0.24, -0.18, -0.61, -0.05, -0.09, -0.13, -0.23, -0.12, -0.09, -0.22, -0.15, -0.11, -0.24, -0.18, -0.24, -0.13, -0.16, -0.22, -0.13, -0.08, -0.03, -0.18, -0.10, -0.19, -0.04, 0.06, 0.14, 0.08, 0.10, 0.09, 0.13, 0.10, 0.13, 0.14, 0.09, 0.11, 0.12, 0.12, 0.10, 0.14, 0.12, 0.11, 0.08, 0.06, 0.13, 0.07, 0.11, 0.08, 0.12, 0.13, 0.08, 0.05, 0.09, 0.12, 0.10, 0.08, 0.12, 0.10, 0.14, 0.08, 0.11, 0.12, 0.12, 0.14, 0.12, 0.10, 0.12, 0.10, 0.12, 0.10, 0.11, 0.09, 0.09]
}

---

2.
{
  "formula": "C19H49BrN3O9",
  "method": "wB97M-V/def2-TZVPD",
  "gap_ev": 6.9,
  "multiplicity": 1,
  "charge": 1,
  "symbols": ["Br", "O", "O", "O", "O", "O", "O", "O", "O", "O", "N", "N", "N", "C", "C", "C", "C", "C", "C", "C", "C", "C", "C", "C", "C", "C", "C", "C", "C", "C", "C", "C", "H", "H", "H", "H", "H", "H", "H", "H", "H", "H", "H", "H", "H", "H", "H", "H", "H", "H", "H", "H", "H", "H", "H", "H", "H", "H", "H", "H", "H", "H", "H", "H", "H", "H", "H", "H", "H", "H", "H", "H", "H", "H", "H", "H", "H", "H", "H", "H", "H"],
  "coordinates": [[-20.600, -0.174, 9.544], [-22.553, -3.606, 10.440], [-17.478, 4.865, 3.413], [-22.538, 2.207, 6.445], [-21.631, 2.684, 4.514], [-24.554, 4.891, 7.058], [-20.607, 1.271, 5.958], [-16.598, 0.836, 6.709], [-17.726, -3.015, 11.766], [-25.615, 1.653, 11.220], [-20.489, -2.261, 12.340], [-16.389, 2.242, 4.387], [-24.517, 2.354, 8.616], [-22.212, -4.156, 11.711], [-18.021, -1.752, 12.348], [-21.619, 2.077, 5.624], [-17.390, -0.020, 7.521], [-20.783, -3.789, 12.306], [-16.868, 2.248, 6.857], [-23.858, -3.097, 10.268], [-26.985, 1.789, 10.698], [-23.822, 1.278, 9.504], [-24.865, 0.746, 10.542], [-24.770, 3.789, 9.241], [-19.285, -1.888, 13.235], [-23.391, 5.689, 7.215], [-25.438, 4.777, 8.208], [-17.410, 6.312, 3.192], [-16.409, -3.176, 11.175], [-17.294, 2.790, 5.477], [-16.696, 2.611, 2.947], [-16.409, 4.208, 2.768], [-25.535, 0.020, 10.081], [-23.761, 4.188, 9.348], [-19.150, -2.549, 14.092], [-19.514, -0.905, 13.647], [-17.121, 3.866, 5.493], [-20.777, -4.074, 13.358], [-22.503, 5.217, 7.634], [-20.483, -1.893, 11.400], [-15.671, -3.161, 11.976], [-23.547, 0.441, 8.862], [-20.918, 1.054, 6.839], [-15.930, 2.052, 2.410], [-24.326, 0.170, 11.294], [-17.567, 6.639, 2.164], [-26.307, 4.344, 7.713], [-16.534, 6.704, 3.709], [-17.138, -1.383, 12.869], [-15.430, 2.548, 4.468], [-16.325, 1.246, 4.546], [-23.982, 2.440, 7.764], [-18.317, 2.624, 5.141], [-22.931, -3.794, 12.445], [-15.989, 2.759, 7.250], [-27.639, 0.921, 10.606], [-15.532, 4.562, 3.311], [-16.245, 4.453, 1.719], [-19.918, -4.214, 11.797], [-18.463, 0.171, 7.517], [-17.243, -1.077, 7.295], [-17.078, 0.084, 8.561], [-21.349, -1.857, 12.683], [-17.673, 2.381, 7.580], [-25.685, 5.730, 8.675], [-22.363, -5.234, 11.767], [-23.087, 6.180, 6.290], [-24.528, -3.957, 10.273], [-25.347, 2.052, 8.126], [-24.187, -2.412, 11.049], [-16.235, -4.156, 10.731], [-25.304, 3.713, 10.188], [-17.690, 2.241, 2.694], [-23.570, 6.438, 7.986], [-27.369, 2.692, 11.171], [-27.001, 2.216, 9.695], [-23.931, -2.440, 9.401], [-22.908, 1.669, 9.951], [-18.224, 6.714, 3.794], [-16.344, -2.434, 10.379], [-18.206, -1.052, 11.533]],
  "lowdin_charge": [-0.23, -0.19, -0.22, -0.06, -0.06, -0.19, 0.05, -0.21, -0.22, -0.18, 0.06, 0.05, 0.10, -0.17, -0.20, -0.86, -0.11, -0.04, -0.15, -0.10, -0.06, -0.08, -0.26, -0.04, -0.05, -0.10, -0.15, -0.05, -0.05, -0.06, -0.02, -0.18, 0.12, 0.12, 0.13, 0.13, 0.12, 0.12, 0.08, -0.02, 0.09, 0.09, 0.03, 0.12, 0.12, 0.10, 0.12, 0.09, 0.13, 0.16, 0.16, 0.09, 0.14, 0.11, 0.12, 0.10, 0.12, 0.13, 0.12, 0.02, 0.09, 0.08, 0.15, 0.13, 0.12, 0.13, 0.10, 0.10, 0.16, 0.07, 0.09, 0.11, 0.14, 0.08, 0.10, 0.06, 0.09, 0.08, 0.09, 0.09, 0.09]
}

---

- charge of number 2 (C19H49BrN3O9)?
  +1

---

- Which of these has the lowest charge?
  C19H49BrN3O9

---

- What is the charge in the second record?
  +1